DFT (ωB97M-V with the def2-TZVPD basis set) results for a gas-phase ion, C2H4O4P2 (charge -2) at a distorted geometry.

Each line ends with the Löwdin charge.
Positions of all 12 atoms, in Å:
C -2.387 -0.099 0.828  -0.31
C 0.635 0.668 0.470  -0.40
O 3.303 1.084 0.875  -0.60
O -1.745 1.946 -0.627  -0.49
O 2.588 -0.799 -1.015  -0.48
O -0.936 -0.345 -1.494  -0.30
P 2.313 0.886 -0.231  0.50
P -1.086 0.668 -0.134  0.26
H -2.453 0.761 1.594  -0.14
H 0.593 0.736 1.569  -0.02
H 1.950 -1.464 -0.614  0.00
H -0.135 -0.716 -1.784  -0.02

Values from the calculation:
HOMO-LUMO gap (alpha / beta): 6.634 / 5.708 eV
DFT total energy: -1062.182700 a.u.
relative energy (zero: lowest compared OMol25 entry of this formula, charge and spin): 3.4459 eV
HOMO level (alpha / beta): 0.07 / 0.45 eV
LUMO level (alpha / beta): 0.24637 / 0.22618 hartree
charge: -2

DFT (ωB97M-V with the def2-TZVPD basis set) results for C2H4O4Si in the gas phase at a distorted geometry.

Each line ends with the Löwdin charge.
Positions of all 11 atoms, in Å:
C 2.923 0.949 -0.420  0.12
C 1.875 0.750 0.138  -0.32
O 0.886 0.074 0.565  -0.02
Si -0.737 0.190 0.010  0.11
O -1.601 1.418 0.726  -0.07
O -0.884 0.329 -1.561  -0.03
O -1.423 -1.185 0.403  0.02
H 3.776 1.423 -0.742  0.00
H -1.404 1.641 1.650  0.07
H -1.738 -0.013 -1.887  0.10
H -1.906 -1.279 1.140  0.01

Values from the calculation:
HOMO-LUMO gap: 9.654 eV
DFT total energy: -669.163021 a.u.
relative energy (zero: lowest compared OMol25 entry of this formula, charge and spin): 0.0962 eV
SMILES string: C#CO[Si](O)(O)O
HOMO level: -9.46 eV
LUMO level: 0.00721 hartree

DFT (ωB97M-V with the def2-TZVPD basis set) results for C2H4O5S2 in the gas phase at a distorted geometry.

Each line ends with the Löwdin charge.
Positions of all 13 atoms, in Å:
C -0.595 1.497 -1.017  -0.32
C 0.799 -1.449 1.270  -0.27
O -0.344 -1.948 0.700  -0.33
O 1.668 1.838 -3.457  -0.39
O 1.326 0.080 -1.788  -0.67
O -0.301 0.342 -0.169  -0.36
O 0.433 2.324 -1.216  -0.27
S 0.480 -1.005 -0.532  1.20
S 1.798 1.585 -2.064  0.92
H -0.998 1.147 -2.001  0.15
H -1.305 1.961 -0.410  0.12
H 0.707 -0.529 1.846  0.08
H 1.485 -2.220 1.789  0.13

Values from the calculation:
HOMO-LUMO gap: 10.079 eV
DFT total energy: -1251.023081 a.u.
relative energy (zero: lowest compared OMol25 entry of this formula, charge and spin): 2.2654 eV
HOMO level: -10.06 eV
LUMO level: 0.00080 hartree

DFT (ωB97M-V with the def2-TZVPD basis set) results for a molecular structure, C2H4ORb at a distorted geometry.

Each line ends with the Löwdin spin population.
Positions of all 8 atoms, in Å:
H -0.213 -2.868 -0.357  0.81
C -0.938 1.010 -0.943  0.00
H -0.427 1.473 -0.091  0.00
H -1.842 1.489 -1.318  0.00
C -0.518 -0.164 -1.471  0.02
O 0.544 -0.840 -1.076  0.14
Rb 2.704 1.021 -1.515  0.03
H -1.123 -0.615 -2.277  0.00

Values from the calculation:
HOMO-LUMO gap (alpha / beta): 5.410 / 5.471 eV
DFT total energy: -177.777727 a.u.
relative energy (zero: lowest compared OMol25 entry of this formula, charge and spin): 0.3584 eV
⟨S²⟩: 0.752
HOMO level (alpha / beta): -6.39 / -6.46 eV
LUMO level (alpha / beta): -0.03604 / -0.03627 hartree
multiplicity: 2

Question: Among the records above, which one has the lowest relative energy (zero: lowest compared OMol25 entry of this formula, charge and spin)?
Answer: C2H4O4Si